The following is a quantum chemistry calculation of 2 unconnected molecules or ions with the total composition H2S2, from OMol25.

```
4
Properties=species:S:1:pos:R:3:forces:R:3:lowdin_charge:R:1
S -2.281940 0.631103 0.364717 -0.639 -0.565 -0.573 0.27
S 2.643698 0.270775 -0.072971 -1.551 3.929 -0.133 0.41
H -3.362362 0.002489 -0.267245 1.060 0.538 0.552 -0.27
H 3.000604 -0.904369 -0.024501 1.130 -3.902 0.154 -0.41
```
Forces are in eV/Å.

Results
ΔE to the lowest compared entry with this formula, charge and spin: 5.4508 eV
Gap between HOMO and LUMO (spin up / spin down): 3.023 / 2.976 eV
LUMO (spin up / spin down): -4.94 / -4.97 eV
Energy: -21697.2754 eV
Total charge: 0

=====

The following is a quantum chemistry calculation of a molecular structure, C24H29ClHfN2P2, from OMol25.

```
59
Properties=species:S:1:pos:R:3:forces:R:3:lowdin_charge:R:1
C 3.282666 0.145325 -2.736112 -0.697 0.505 1.017 -0.04
C 2.160430 0.826383 -2.272629 0.612 0.271 -0.689 -0.23
C 0.996138 0.767403 -3.098488 -1.123 -0.373 -0.865 -0.17
C 0.821043 -0.349085 -4.019789 -0.172 0.793 0.641 -0.13
C 1.929771 -1.173455 -4.281358 0.835 -0.054 0.148 -0.01
C 3.144446 -0.882214 -3.686368 -0.283 -0.592 -1.079 -0.06
C -0.469198 -0.606582 -4.483533 0.045 0.130 0.015 0.08
C -1.547255 0.053780 -3.878718 0.180 0.448 0.571 -0.14
C -1.247163 1.184025 -3.027481 0.838 -0.730 -0.526 -0.17
C -2.219837 1.641093 -2.098262 -0.501 0.402 -0.534 -0.23
C -3.539816 1.276544 -2.315124 0.523 0.351 0.672 -0.04
C -3.856107 0.210342 -3.168100 0.335 -0.897 -0.963 -0.05
C -2.865259 -0.444401 -3.890647 -0.767 0.334 0.115 -0.01
H 4.261290 0.388734 -2.312071 -0.267 -0.482 0.120 0.13
H 1.765978 -2.028280 -4.938306 0.386 0.154 0.161 0.13
H 4.009378 -1.493149 -3.919408 -0.037 0.116 -0.065 0.11
H -0.642663 -1.364975 -5.249252 0.035 0.060 0.287 0.14
H -4.330847 1.793590 -1.758867 0.226 -0.478 0.014 0.13
H -4.873600 -0.161880 -3.194206 0.046 0.107 -0.115 0.11
H -3.035659 -1.362969 -4.455112 -0.315 0.337 0.143 0.13
N 0.012717 1.667295 -2.943521 -0.032 -1.207 2.530 0.17
Hf -0.574865 -1.119414 1.166587 0.094 2.833 2.008 1.15
C 2.069622 1.498559 -0.917428 -0.477 -0.140 -1.024 -0.21
H 1.303645 2.296697 -0.927754 0.376 -0.445 0.051 0.07
H 3.046586 1.945629 -0.670935 -0.315 -0.401 0.513 0.11
C -1.778298 2.350484 -0.840377 -0.119 -0.452 -0.780 -0.24
H -0.787643 2.820151 -0.972403 -0.559 -0.186 0.097 0.07
H -2.541861 3.106474 -0.598743 0.359 -0.162 0.413 0.11
P 1.583944 0.232424 0.469948 2.255 1.948 -0.633 0.79
P -1.682424 1.195444 0.669616 -0.070 2.717 0.201 0.71
C -3.439462 0.991647 1.130703 -0.073 -0.672 -0.044 -0.26
H -3.491862 0.539005 2.133139 -0.179 0.189 -0.180 0.05
H -3.918410 1.980142 1.154161 0.135 -0.319 -0.003 0.07
H -3.956018 0.331242 0.422268 0.072 0.206 0.164 0.05
C -1.239504 2.568889 1.867675 -0.050 -0.304 0.160 -0.26
H -2.157417 3.117079 2.147312 0.496 -0.175 -0.103 0.06
H -0.792859 2.126828 2.773934 -0.151 0.382 -0.171 0.03
H -0.524311 3.278613 1.413500 -0.322 -0.378 0.230 0.05
C 3.037946 -0.861649 0.498883 -0.051 -0.536 0.015 -0.25
H 3.950351 -0.304802 0.741944 -0.257 -0.006 -0.107 0.07
H 2.885900 -1.623274 1.270201 0.165 -0.021 -0.047 0.03
H 3.166621 -1.370166 -0.459867 -0.080 0.038 0.076 0.05
C 2.015565 1.348565 1.875235 -0.481 -0.220 0.323 -0.26
H 1.714167 0.857692 2.812824 0.253 0.364 -0.004 0.04
H 3.105295 1.511166 1.871663 -0.472 -0.049 0.025 0.07
H 1.486102 2.309029 1.779228 0.253 -0.401 0.092 0.04
H -0.260525 -2.395020 0.186623 0.586 -2.053 -2.026 -0.13
H -1.400778 -0.656295 -0.330398 -1.013 -0.728 -1.160 -0.13
Cl 2.507953 -4.656922 4.621641 0.109 -0.100 -0.088 0.79
C 1.322865 -3.430800 4.541396 0.308 -0.234 -0.654 -0.64
C 0.847987 -2.864870 5.711042 -0.467 0.158 -0.356 -0.02
C -0.123095 -1.879068 5.593850 -0.119 0.198 -0.176 0.00
C -0.562529 -1.460677 4.339770 0.430 -0.582 -0.079 -0.11
N -0.096020 -2.041592 3.196405 0.473 -0.484 0.679 -0.14
C 0.858626 -3.025004 3.290798 -0.552 0.623 0.591 -0.13
H 1.225777 -3.228600 6.660298 -0.138 0.185 0.001 0.14
H -0.543950 -1.443100 6.482815 -0.077 0.215 0.103 0.13
H -1.291660 -0.646003 4.232814 0.228 -0.443 0.074 0.12
H 1.278087 -3.486027 2.388985 -0.441 0.241 0.217 0.12
```
Forces are in eV/Å.

Results
Gap between HOMO and LUMO (spin up / spin down): 5.101 / 5.100 eV
LUMO (spin up / spin down): -7.51 / -7.51 eV
Energy: -60727.6730 eV
Total charge: +2

=====

The following is a quantum chemistry calculation of a gas-phase ion, C3H6N3S (charge +1), from OMol25.

```
13
Properties=species:S:1:pos:R:3:forces:R:3:lowdin_charge:R:1
C 0.248895 1.588472 -0.888235 0.127 -2.394 2.012 0.26
C 0.554927 -0.783143 0.500728 0.227 0.835 0.171 -0.86
C -1.826882 -0.544309 0.711121 -4.697 -0.865 -1.380 -0.16
N 1.369725 0.990866 -0.933702 -1.561 -0.339 0.633 0.03
N 1.584432 -0.156447 -0.194671 1.503 -1.588 0.044 0.03
N -0.521647 -0.084281 0.758746 1.414 1.299 -0.743 0.01
S 0.780086 -2.192743 1.371629 -0.083 0.002 -0.341 0.88
H 0.153169 2.520800 -1.324956 -0.518 1.766 -1.130 0.07
H -2.362740 0.121420 -0.138058 0.985 -1.328 2.019 0.15
H -2.548362 -0.489263 1.642784 2.029 0.447 -1.477 0.14
H -1.954243 -1.612252 0.327735 0.547 1.215 0.493 0.10
H 2.047534 1.355595 -1.581948 1.169 -0.384 0.005 0.19
H 2.475106 -0.714717 -0.251173 -1.142 1.334 -0.306 0.19
```
Forces are in eV/Å.

Results
ΔE to the lowest compared entry with this formula, charge and spin: 6.1432 eV
Gap between HOMO and LUMO (spin up / spin down): 6.784 / 7.425 eV
LUMO (spin up / spin down): -6.76 / -6.49 eV
Energy: -18500.6184 eV
Total charge: +1

=====

The following is a quantum chemistry calculation of a molecular structure, C37H43ClN8OP2SSi2Ta, from OMol25.

```
96
Properties=species:S:1:pos:R:3:forces:R:3:lowdin_charge:R:1
Ta -0.448872 -0.206690 -0.021800 0.199 0.149 -2.834 1.33
C 3.392688 -1.949533 -1.514977 -0.205 -0.170 0.032 -0.17
Si 1.765781 -2.815276 -1.073071 0.682 -0.276 0.385 0.40
C 1.936988 -3.395702 0.712179 -0.086 0.205 -0.299 -0.19
C 1.621208 -4.387901 -2.096916 -0.195 0.297 0.020 -0.15
N 0.449492 -1.639643 -1.259257 0.227 -0.761 0.002 -0.41
P -0.863094 -1.882958 -2.245118 -0.856 -0.289 0.260 0.71
C -2.002633 -0.651649 -1.736737 2.273 0.666 0.923 -0.44
P -1.538658 0.964341 -2.245004 -1.200 -0.045 -0.180 0.67
N -0.133993 1.301386 -1.451679 0.011 0.796 -0.207 -0.44
Si 0.914506 2.684042 -1.769210 0.427 0.406 0.251 0.39
C 1.262143 3.527060 -0.111008 -0.003 -0.095 -0.338 -0.17
C 2.498978 1.976244 -2.541784 -0.200 0.138 0.061 -0.17
C 0.236794 3.994497 -2.943005 -0.015 -0.344 0.123 -0.15
C -1.395346 1.337978 -4.013427 0.193 -0.149 0.138 -0.29
C -0.210252 1.019510 -4.671674 -0.044 0.139 0.061 -0.13
C -0.042658 1.343287 -6.006223 0.112 -0.025 -0.002 -0.07
C -1.054701 2.003334 -6.689454 -0.051 0.012 0.020 -0.06
C -2.234530 2.329097 -6.035892 -0.019 0.013 -0.062 -0.06
C -2.411399 1.997269 -4.700934 0.031 -0.084 0.016 -0.05
C -2.901771 2.030017 -1.695743 0.092 -0.029 -0.112 -0.38
C -4.203843 1.574683 -1.889316 0.084 -0.007 0.027 -0.10
C -5.276319 2.353670 -1.484759 -0.051 0.009 -0.017 -0.06
C -5.052861 3.586966 -0.889319 -0.015 0.022 0.028 -0.07
C -3.756748 4.041744 -0.692147 0.044 0.044 -0.006 -0.06
C -2.683450 3.262238 -1.091409 0.025 -0.053 -0.101 -0.14
C -1.670834 -3.472118 -1.885016 0.092 0.106 -0.028 -0.29
C -2.412673 -3.563135 -0.707512 0.003 -0.075 -0.065 -0.10
C -3.003862 -4.761707 -0.343661 0.029 0.042 0.037 -0.06
C -2.882055 -5.872700 -1.166192 0.001 0.010 0.018 -0.06
C -2.186412 -5.775791 -2.362133 -0.029 -0.090 -0.025 -0.07
C -1.577130 -4.583442 -2.719587 0.057 0.074 -0.048 -0.10
C -0.397709 -2.007171 -3.984889 -0.092 0.169 0.109 -0.33
C -1.435014 -2.143606 -4.906250 0.044 0.043 0.073 -0.08
C -1.148824 -2.224337 -6.258574 -0.067 0.000 -0.032 -0.05
C 0.169277 -2.169954 -6.693357 0.019 0.000 0.042 -0.06
C 1.202337 -2.035199 -5.775825 0.093 -0.005 -0.023 -0.06
C 0.920792 -1.947803 -4.422029 -0.125 -0.060 0.125 -0.11
H 4.107446 -2.692971 -1.874744 0.012 0.007 -0.001 0.04
H 3.824466 -1.491201 -0.624405 0.021 -0.090 -0.035 0.01
H 3.300952 -1.180474 -2.283858 -0.012 -0.016 -0.018 0.01
H 2.820343 -4.033310 0.794541 0.013 0.011 -0.043 0.05
H 1.075695 -3.990485 1.021396 0.008 -0.031 -0.004 0.01
H 2.061003 -2.558102 1.400215 0.022 -0.005 0.064 0.00
H 2.578533 -4.912597 -2.050997 0.052 0.087 0.065 0.05
H 1.386760 -4.224472 -3.148356 0.021 -0.040 -0.003 0.02
H 0.864844 -5.052136 -1.681175 -0.037 -0.026 0.009 0.03
H 1.175715 2.847256 0.735515 0.013 -0.019 0.025 0.00
H 0.568090 4.353456 0.056706 -0.036 -0.020 -0.023 0.03
H 2.268664 3.953808 -0.112940 0.000 0.007 0.043 0.04
H 2.585822 0.904737 -2.345040 -0.074 0.044 -0.161 -0.01
H 3.395017 2.476332 -2.165947 -0.014 0.018 -0.011 0.04
H 2.487584 2.112157 -3.624783 -0.028 -0.015 -0.013 0.03
H -0.709150 4.418948 -2.605916 0.039 0.031 -0.027 0.03
H 0.092337 3.614967 -3.953600 0.023 0.023 -0.039 0.02
H 0.965071 4.808034 -2.995362 0.048 -0.015 0.066 0.05
H 0.588592 0.547316 -4.118957 0.066 -0.003 -0.043 0.08
H 0.881718 1.090847 -6.510231 -0.003 0.015 0.005 0.11
H -0.919304 2.276304 -7.727726 -0.004 -0.015 -0.004 0.11
H -3.018147 2.857485 -6.562723 -0.001 -0.015 -0.003 0.11
H -3.326231 2.268051 -4.194496 -0.021 0.032 -0.025 0.10
H -4.364978 0.603617 -2.341395 -0.039 -0.019 0.052 0.11
H -6.287491 1.996123 -1.628192 0.007 -0.002 -0.003 0.11
H -5.889760 4.191367 -0.564694 -0.005 -0.004 -0.020 0.11
H -3.580912 4.999995 -0.220923 -0.011 -0.016 0.023 0.11
H -1.670132 3.590598 -0.898276 -0.061 0.052 0.055 0.07
H -2.542427 -2.691470 -0.085959 -0.028 0.031 0.061 0.07
H -3.559047 -4.819619 0.582573 0.000 -0.014 0.007 0.11
H -3.334464 -6.811874 -0.875707 -0.031 0.008 -0.036 0.11
H -2.121157 -6.633407 -3.019034 0.040 0.012 -0.001 0.11
H -1.031545 -4.522749 -3.652498 0.013 -0.024 0.019 0.10
H -2.458169 -2.187140 -4.549030 -0.024 0.001 -0.090 0.12
H -1.953077 -2.333582 -6.974069 0.005 0.013 -0.001 0.11
H 0.392997 -2.233244 -7.750109 -0.007 -0.010 -0.003 0.11
H 2.230708 -1.996685 -6.111880 -0.013 -0.004 -0.027 0.11
H 1.719033 -1.829227 -3.698987 0.029 0.031 -0.096 0.08
N 4.352926 0.920265 1.215726 -0.102 -0.061 -0.283 0.06
C 3.334807 0.719477 0.378038 0.088 -0.132 -0.266 -0.18
N 2.230767 0.499185 1.059085 -0.732 0.046 0.255 0.11
C 2.644550 0.632162 2.372769 0.363 -0.092 -0.538 -0.29
N 3.933862 0.860078 2.480664 -0.146 0.136 0.368 0.14
C 1.792956 0.646981 3.560816 -0.048 0.004 0.391 -0.22
C 2.345855 0.616077 4.844029 0.070 -0.070 -0.122 -0.06
N 1.587027 0.688011 5.924919 0.084 0.024 0.087 0.10
C 0.278869 0.823337 5.737815 -0.047 0.011 -0.073 -0.10
C -0.266025 0.881044 4.463165 -0.137 -0.033 -0.083 -0.12
N 0.491694 0.781525 3.377269 -0.207 -0.042 -0.203 0.09
H 5.321527 1.102783 1.013046 0.020 0.006 -0.054 0.17
H 3.424113 0.732723 -0.695495 0.088 -0.014 0.228 0.08
H 3.417101 0.539393 4.982875 -0.019 -0.047 0.005 0.12
H -0.341146 0.893668 6.622888 -0.029 0.004 -0.026 0.11
H -1.329614 1.017729 4.296618 0.019 -0.033 0.073 0.10
Cl -1.865100 1.141593 1.113075 -0.616 0.468 0.846 0.22
O -1.876965 -3.330082 2.539663 0.114 0.030 0.194 -0.45
S -0.732073 -2.450576 2.538295 -0.225 0.136 -0.402 0.85
N -0.626125 -1.548982 1.344666 -0.006 -1.144 1.468 -0.60
```
Forces are in eV/Å.

Results
ΔE to the lowest compared entry with this formula, charge and spin: 2.8057 eV
Gap between HOMO and LUMO: 7.046 eV
LUMO: -3.90 eV
Energy: -112277.8586 eV
Total charge: +1

=====

The following is a quantum chemistry calculation of 2 unconnected molecules or ions with the total composition C10H16Br2O, from OMol25.

```
29
Properties=species:S:1:pos:R:3:forces:R:3:lowdin_charge:R:1
C 1.201400 1.264693 1.314926 1.984 0.696 0.783 -0.16
C 1.737687 1.141891 -0.185849 -2.444 2.601 1.203 -0.20
C -1.152096 0.466693 1.982407 1.394 1.861 -0.686 -0.11
C -1.435000 -0.297917 -1.583324 -0.839 0.419 -2.628 -0.15
C 0.320660 0.153561 1.973076 1.257 -1.475 -1.284 -0.31
C -2.030900 0.165603 0.831457 -2.366 0.701 0.533 -0.07
C 0.557477 0.897574 -1.038545 -1.088 -0.196 -0.375 -0.45
C -0.002545 -0.221788 -1.527582 1.814 -0.662 0.959 -0.34
C 0.523074 -1.224194 1.243027 -0.482 -0.913 4.074 -0.04
C 0.764126 -1.553392 -1.817747 1.407 3.871 -0.689 0.00
O -2.011003 -0.550675 -0.183072 0.174 -0.033 0.439 0.03
Br -0.638802 2.495603 -1.030973 0.680 -0.473 0.285 0.84
Br -1.276708 -0.193684 -5.028959 0.087 -0.043 0.691 -0.61
H 2.135341 1.249535 1.986570 -1.083 0.345 -1.179 0.13
H 0.773370 2.289913 1.413174 0.075 -0.871 0.147 0.09
H 2.234539 2.070072 -0.468613 -0.342 0.392 0.220 0.12
H 2.524513 0.513023 -0.190863 2.090 -3.023 -0.485 0.07
H -1.656418 -0.079785 2.732357 -0.828 -0.769 1.265 0.13
H -1.269900 1.553478 2.265501 -0.467 -0.979 -0.387 0.16
H -1.954450 0.649870 -1.852665 0.321 -1.192 -0.084 0.07
H -1.735555 -1.157343 -2.169733 -0.607 0.096 0.120 0.10
H 0.785931 0.002225 2.967445 -1.032 0.416 -0.197 0.14
H -3.087786 0.494319 1.013533 0.694 0.073 0.299 0.17
H 0.335506 -2.190229 1.895580 0.663 2.090 -0.909 0.14
H 1.453018 -1.226194 0.793856 2.114 -0.505 -0.518 0.05
H -0.142891 -1.308547 0.483693 -1.713 -0.381 -1.929 0.00
H 0.455425 -2.457807 -1.417033 -1.338 -1.462 0.734 0.07
H 1.800375 -1.419043 -1.500502 0.056 -0.006 -0.021 0.08
H 0.791611 -1.527453 -2.901144 -0.180 -0.582 -0.381 0.07
```
Forces are in eV/Å.

Results
ΔE to the lowest compared entry with this formula, charge and spin: 2.0498 eV
Gap between HOMO and LUMO: 4.379 eV
LUMO: -2.33 eV
Energy: -152756.5506 eV
Total charge: 0

=====

The following is a quantum chemistry calculation of a molecular structure, C6H8LaLiO6, from OMol25.

```
22
Properties=species:S:1:pos:R:3:forces:R:3:lowdin_charge:R:1
La 0.111895 2.886700 -0.424985 0.987 1.717 0.305 2.23
O -1.813057 2.035852 0.348396 -1.133 0.289 -0.036 -0.15
O -1.600576 -0.197361 -0.059988 0.132 0.301 0.540 0.09
C 2.380458 0.722401 -1.023433 0.547 -0.244 0.457 -0.21
C 1.318313 1.482080 -1.799234 0.283 -1.258 -0.767 -0.38
O -2.030991 0.627270 2.115730 0.290 0.329 -0.953 0.13
C -1.893135 1.001157 0.985004 -0.752 -1.594 0.928 -0.58
H 3.021568 0.084857 -1.648818 -0.206 0.358 0.145 0.15
H 3.034137 1.401385 -0.456649 0.004 -0.114 -0.124 0.13
H 0.804424 0.796226 -2.494002 0.077 0.226 0.116 0.07
H 1.860231 2.208755 -2.428322 0.010 0.016 -0.117 0.06
Li -0.131599 0.505885 2.964192 0.104 -0.499 -0.055 0.82
O 0.832147 1.315191 1.189330 -0.245 2.088 -0.090 -0.24
O 1.856075 -0.255717 -0.066912 0.092 0.168 -0.423 0.05
C -1.999137 -1.367033 0.188690 0.603 0.187 -0.341 -0.07
C -1.193881 -2.538763 -0.160715 -2.893 0.203 0.206 0.05
O 0.732477 -0.813959 1.741528 0.468 1.513 -0.387 0.00
C 1.164718 0.095406 0.988714 -0.668 -3.065 0.456 -0.75
H -2.908202 -1.463603 0.798722 0.161 -0.103 -0.127 0.18
H -1.749604 -3.139333 -0.896662 -0.342 -0.090 0.105 0.13
H -0.252329 -2.320867 -0.670634 0.331 -0.237 1.240 0.12
H -1.543926 -3.066537 0.810044 2.149 -0.191 -1.079 0.18
```
Forces are in eV/Å.

Results
ΔE to the lowest compared entry with this formula, charge and spin: 0.0000 eV
Gap between HOMO and LUMO: 8.564 eV
LUMO: -7.70 eV
Energy: -19686.7911 eV
Total charge: +2